102
Properties=species:S:1:pos:R:3:forces:R:3:mulliken_charge:R:1 method="wB97M-V/def2-TZVPD" e_above_lowest_kcal_mol=44.39 e_lumo_ha="0.111 / 0.109" energy_ha=-13127.9190 charge=-2
Rh 1.256352 0.390026 1.344952 -2.1 -0.4 -0.5 0.428
Se 4.169852 2.531926 4.715752 0.0 -0.3 -0.1 -0.777
Sb 3.664952 0.533626 3.366752 1.5 0.3 0.6 0.819
Se 1.376252 -0.370474 4.015152 0.1 0.5 -2.1 -0.596
Se 3.450452 1.222726 0.858752 0.6 -1.0 1.6 -0.116
Se 5.231252 -1.328674 3.639752 -0.3 0.1 -0.2 -0.782
Cl -0.088648 5.279126 2.433852 -0.1 0.3 0.0 -0.207
C 1.406252 4.324526 2.436052 0.3 0.1 -0.3 -0.292
Cl 1.083452 2.691526 2.965152 -0.3 0.1 0.2 0.089
H 2.119052 4.768126 3.131552 -0.1 -0.1 -0.1 0.451
H 1.779352 4.300426 1.412252 0.0 0.0 0.2 -0.015
O 3.488352 1.648426 -1.550148 0.1 0.1 -0.6 -1.147
C 2.466352 1.131526 -2.044548 0.9 0.6 -0.3 0.177
O 1.517552 0.628126 -1.421948 -1.0 -0.3 0.5 0.961
C 2.380952 1.162826 -3.562648 -0.1 0.0 0.0 0.389
C 3.488952 1.553926 -4.303148 0.0 0.0 0.0 -0.737
C 3.406552 1.662326 -5.679448 0.0 0.0 -0.1 -0.646
C 2.216152 1.366926 -6.326448 0.0 0.0 -0.2 -0.432
C 1.116152 0.949626 -5.594248 -0.1 -0.1 -0.1 -1.060
C 1.196652 0.850226 -4.216348 0.1 0.0 0.1 0.284
H 4.404752 1.782326 -3.777848 0.0 0.0 0.1 0.426
H 4.267552 1.978226 -6.254748 0.1 0.0 0.0 0.371
H 2.142452 1.466126 -7.403248 0.0 0.0 0.0 0.354
H 0.190252 0.702826 -6.099948 0.0 0.0 0.0 0.404
H 0.341652 0.540526 -3.634948 -0.1 0.0 0.1 0.422
C 1.988552 -5.874774 1.947452 0.0 -0.1 0.1 -0.492
C 1.933452 -4.770074 2.776552 0.0 -0.2 0.0 -0.835
C 1.692552 -3.517274 2.238552 -0.1 0.2 0.1 -0.058
C 1.506252 -3.353374 0.875052 -0.1 0.4 0.7 -0.154
C 1.588052 -4.468774 0.042252 0.0 0.1 -0.1 -0.206
C 1.820152 -5.720174 0.578752 0.0 -0.1 -0.2 -0.742
P 1.173152 -1.685874 0.166652 0.6 0.1 0.0 2.336
C 2.396652 -1.862874 -1.179248 0.3 0.3 -0.1 0.171
C 2.059052 -2.050774 -2.514048 -0.2 -0.1 0.2 0.403
C 3.050952 -2.168074 -3.470548 0.0 -0.1 -0.2 -0.350
C 4.385552 -2.094874 -3.106448 0.0 -0.1 -0.1 -0.665
C 4.726852 -1.917174 -1.776548 0.1 0.0 -0.1 -0.706
C 3.739252 -1.806674 -0.816748 -0.1 -0.1 0.3 -0.847
C -0.427548 -1.984874 -0.664448 -0.4 0.3 0.2 0.083
C -1.212848 -3.115074 -0.434948 0.4 0.0 0.0 -0.498
C -2.465248 -3.228274 -1.008748 -0.2 -0.1 -0.1 -0.795
C -2.971548 -2.214874 -1.807148 0.1 0.0 0.0 -0.904
C -2.210248 -1.074174 -2.018348 -0.2 -0.1 -0.1 -0.798
C -0.956348 -0.959874 -1.449248 0.1 0.1 0.1 0.268
H 2.173752 -6.858074 2.359152 0.0 -0.1 0.0 0.367
H 2.074952 -4.870574 3.841952 0.1 0.0 0.1 0.444
H 1.651852 -2.661674 2.895652 0.0 0.1 0.0 0.080
H 1.460552 -4.352774 -1.025848 0.0 0.0 -0.1 0.391
H 1.868952 -6.581974 -0.076448 0.0 0.0 0.0 0.396
H 1.018052 -2.082774 -2.808248 0.0 0.0 0.0 0.209
H 2.777452 -2.302774 -4.509548 0.0 0.0 0.0 0.379
H 5.153752 -2.176674 -3.863448 0.1 0.0 0.0 0.338
H 5.763952 -1.847974 -1.484648 0.1 0.0 0.1 0.482
H 4.016852 -1.668474 0.223852 0.0 0.0 0.0 0.419
H -0.851348 -3.912974 0.197352 0.0 0.0 0.1 0.426
H -3.050748 -4.120374 -0.831348 0.0 0.0 0.1 0.377
H -3.952948 -2.311474 -2.253748 0.0 0.0 0.0 0.368
H -2.598648 -0.265674 -2.622848 0.0 0.1 0.0 0.514
H -0.373148 -0.065674 -1.588948 0.0 0.2 0.0 -0.379
C 1.300552 4.165726 -1.880148 0.1 0.0 0.1 -1.958
C 0.014752 3.547526 -1.414748 -0.1 0.0 0.1 0.913
C -1.173548 3.832026 -2.087648 -0.2 0.0 -0.1 -1.166
C -2.349648 3.231626 -1.670448 0.1 0.3 -0.2 0.774
C -3.647848 3.539626 -2.370048 0.1 0.0 0.1 -1.703
C -2.357048 2.344926 -0.609848 -0.1 -0.2 0.1 -0.702
C -1.185348 2.032826 0.123452 0.1 0.1 -0.2 -0.215
C -0.014448 2.699626 -0.335548 0.1 0.1 0.1 0.145
N -1.028448 1.167026 1.139752 0.8 -1.1 0.5 1.119
C -2.037348 0.640726 2.045752 0.2 0.0 0.1 2.200
C -1.785648 1.256826 3.439252 0.0 -0.2 0.0 -1.460
C -2.665148 0.624826 4.509552 0.0 0.2 0.3 0.522
C -4.130848 0.880526 4.176452 0.0 0.0 0.0 -1.601
C -4.423548 0.264626 2.812852 -0.4 0.0 -0.1 0.424
C -4.193648 -1.242474 2.880452 0.0 0.0 0.0 -1.608
C -2.726048 -1.498974 3.214052 -0.1 -0.3 0.0 0.339
C -2.394748 -0.876274 4.566052 0.0 0.0 0.0 -1.443
C -1.848448 -0.883574 2.132752 -0.1 0.1 0.1 -0.384
C -3.524748 0.878526 1.732552 0.0 -0.1 0.0 -2.248
H 1.270452 5.254626 -1.788548 0.0 0.0 0.0 0.545
H 1.476452 3.917926 -2.928848 0.1 0.0 0.0 0.323
H 2.143352 3.786526 -1.305448 0.1 0.0 0.0 0.229
H -1.168348 4.501126 -2.938348 0.0 0.1 -0.1 0.235
H -3.473048 4.158626 -3.248448 0.0 0.0 -0.1 0.397
H -4.320448 4.080026 -1.701148 -0.1 0.0 0.0 0.284
H -4.146948 2.620726 -2.678248 -0.1 0.0 -0.1 0.323
H -3.293348 1.860126 -0.406848 -0.1 -0.1 0.1 0.539
H 0.919852 2.494826 0.179952 -0.1 0.2 -0.1 -0.407
H -1.954448 2.336826 3.388552 0.1 0.0 0.0 0.082
H -0.748348 1.085926 3.716652 -0.1 0.1 -0.1 0.067
H -2.418848 1.074726 5.478352 0.0 0.0 0.0 0.342
H -4.331848 1.955526 4.153552 0.0 0.0 0.0 0.576
H -4.778848 0.433726 4.936752 -0.1 0.0 0.1 0.637
H -5.471748 0.459226 2.538152 0.1 0.0 0.0 0.279
H -4.442048 -1.698374 1.917552 0.0 -0.1 -0.1 0.493
H -4.841648 -1.691574 3.641252 0.0 0.0 0.0 0.624
H -2.534448 -2.579174 3.242752 0.0 0.0 0.1 0.428
H -1.340948 -1.050874 4.794752 0.0 0.0 0.1 0.306
H -2.994948 -1.338074 5.355452 0.0 -0.1 0.1 0.649
H -2.095248 -1.326274 1.166652 0.0 0.1 0.0 -0.872
H -0.796548 -1.106574 2.347452 -0.1 0.1 0.0 0.184
H -3.733548 1.948126 1.666052 0.0 0.0 -0.1 0.655
H -3.776148 0.397526 0.785552 0.0 0.1 -0.1 0.341



104
Properties=species:S:1:pos:R:3:forces:R:3:mulliken_charge:R:1 method="wB97M-V/def2-TZVPD" s_squared=0.76 e_lumo_ha="-0.107 / -0.148" energy_ha=-10170.6894 charge=+1 multiplicity=2
Cu -0.389444 -0.237495 0.519454 -0.1 0.0 -0.2 -1.178
Br -5.616966 -4.682025 0.392258 0.0 0.0 0.0 -0.122
C -4.262094 -3.382132 0.451876 0.0 0.0 0.0 -0.371
C -4.501228 -2.102526 -0.018867 0.0 0.0 0.0 -0.807
C -3.451837 -1.201424 0.023908 0.0 0.0 0.0 -0.547
N -2.252551 -1.498300 0.511711 0.0 0.1 0.1 1.055
C -2.040206 -2.722097 0.994270 0.0 0.0 0.0 0.561
C -3.018688 -3.708402 0.964154 0.0 0.0 0.0 -0.734
C -0.684733 -2.969582 1.564728 0.0 0.0 0.0 0.508
C -0.436670 -4.050488 2.398565 0.0 0.0 0.0 -0.908
C 0.836370 -4.211524 2.917194 0.0 0.0 0.0 -0.396
Br 1.203021 -5.654212 4.060592 0.0 0.0 0.0 -0.115
C 1.827928 -3.301587 2.598152 0.0 0.0 0.0 -0.821
C 1.490001 -2.249013 1.766166 0.0 0.0 0.0 -0.535
N 0.267973 -2.077597 1.255581 0.0 0.1 0.1 1.191
H -5.463833 -1.818923 -0.418842 0.0 0.0 0.0 0.510
H -3.576449 -0.196312 -0.362821 0.0 0.0 0.0 0.408
H -2.826677 -4.711999 1.312595 0.0 0.0 0.0 0.538
H -1.218574 -4.745000 2.665778 0.0 0.0 0.0 0.515
H 2.831890 -3.398130 2.984655 0.0 0.0 0.0 0.504
H 2.233388 -1.512183 1.489770 0.0 0.0 0.0 0.235
C -2.307915 0.673018 -2.975828 0.0 0.0 0.0 -1.569
P -0.884297 -0.299054 -2.306090 -0.1 0.0 0.0 1.207
C 0.400011 0.926596 -2.835880 -0.3 0.1 -0.1 -0.224
N 0.661829 1.083791 -4.103719 0.2 -0.1 0.0 0.097
C 1.518411 2.075675 -4.471961 -0.1 -0.1 0.0 -0.423
C 1.880818 2.220176 -5.828548 0.0 0.0 0.0 -0.268
C 2.749485 3.210842 -6.189428 0.0 0.0 0.0 -0.574
C 3.278954 4.097372 -5.223583 0.0 0.0 0.0 -0.667
C 2.926787 3.986169 -3.908955 0.0 0.0 0.0 -0.378
C 2.037507 2.963518 -3.512632 0.0 0.0 0.0 0.020
N 1.666572 2.858354 -2.208463 0.2 -0.1 0.0 0.097
C 0.911963 1.854960 -1.856340 -0.1 0.2 0.1 -0.696
P 0.367064 1.794773 -0.078925 0.0 0.1 0.0 2.101
C -1.018760 2.994777 -0.183576 0.0 0.0 0.0 -1.386
C 1.598512 2.743360 0.964742 0.0 0.0 0.0 2.071
C 1.067643 2.635006 2.402097 0.1 -0.1 0.0 -1.865
C 1.748195 4.227578 0.618257 -0.1 0.0 0.1 -1.746
C 2.960796 2.057923 0.902872 0.0 0.0 -0.1 -1.272
C -0.915189 -1.776109 -3.466109 0.0 0.0 0.0 1.689
C -2.107317 -2.612962 -2.973228 0.0 0.0 0.0 -1.746
C -1.106957 -1.462224 -4.950436 0.0 0.0 0.0 -1.751
C 0.351048 -2.610437 -3.278013 0.0 0.0 0.0 -1.509
H -2.149263 0.920601 -4.025068 0.0 0.0 0.0 0.486
H -2.425403 1.602988 -2.421990 0.0 0.0 0.0 0.245
H -3.234193 0.106547 -2.878134 0.0 0.0 0.0 0.423
H 1.463101 1.530974 -6.550999 0.0 0.0 0.0 0.483
H 3.038015 3.325861 -7.226139 0.0 0.0 0.0 0.444
H 3.964749 4.873033 -5.537518 0.0 0.0 0.0 0.433
H 3.314786 4.654780 -3.151771 0.0 0.0 0.0 0.514
H -0.702752 3.907064 -0.688416 0.0 0.0 0.0 0.487
H -1.367018 3.241113 0.819208 0.0 0.0 0.0 0.446
H -1.850584 2.554683 -0.729710 0.0 0.0 0.0 0.159
H 0.120369 3.159805 2.538062 0.0 0.0 0.0 0.367
H 1.795669 3.096032 3.073878 0.0 0.0 0.0 0.626
H 0.935192 1.596377 2.707068 0.0 0.0 0.0 0.159
H 0.825906 4.780335 0.803813 0.0 0.0 0.0 0.355
H 2.047997 4.379759 -0.413116 0.0 0.0 0.0 0.169
H 2.513173 4.652739 1.273565 0.0 0.0 0.0 0.545
H 2.890602 0.991712 1.126012 0.0 0.0 0.0 -0.067
H 3.623632 2.514941 1.641625 0.0 0.0 0.0 0.587
H 3.424943 2.170252 -0.079826 0.0 0.0 0.0 0.234
H -3.057857 -2.085378 -3.066092 0.0 0.0 0.0 0.353
H -1.978216 -2.922081 -1.932626 0.0 0.0 0.0 0.200
H -2.176131 -3.516354 -3.584063 0.0 0.0 0.0 0.571
H -2.091841 -1.037848 -5.151361 0.0 0.0 0.0 0.360
H -1.035536 -2.395222 -5.516659 0.0 0.0 0.0 0.523
H -0.352317 -0.772394 -5.318396 0.0 0.0 0.0 0.220
H 0.573181 -2.775689 -2.221028 0.0 0.0 0.0 0.157
H 1.217665 -2.130945 -3.733657 0.0 0.0 0.0 0.153
H 0.210728 -3.585116 -3.752672 0.0 0.0 0.0 0.549
S -3.312315 1.213108 6.763671 0.0 -0.1 -0.1 -0.106
C -2.557140 0.859871 5.190950 0.0 0.0 0.1 0.342
C -3.035870 1.464460 4.037065 0.0 0.1 0.0 -1.150
C -2.422456 1.168897 2.828994 0.0 0.0 0.0 -0.279
N -1.401182 0.325070 2.711903 0.1 -0.1 0.0 0.562
C -0.944984 -0.246671 3.827733 0.0 0.0 0.0 -0.249
C -1.475578 -0.005855 5.081013 0.0 -0.1 0.0 -1.115
C -3.654428 -0.469249 7.260753 0.1 0.1 0.0 0.110
C -4.753571 -1.141457 6.747793 0.0 0.0 0.0 -0.179
C -4.965380 -2.453167 7.147505 0.0 0.0 0.0 -0.430
N -4.176098 -3.099681 8.001906 0.0 0.0 0.0 -0.560
C -3.139781 -2.435012 8.503102 0.0 0.0 0.0 -0.412
C -2.834849 -1.121783 8.168257 0.0 0.0 0.0 0.016
H -3.877689 2.142233 4.076481 0.0 0.0 0.0 0.479
H -2.786087 1.615721 1.909440 0.0 0.0 0.0 0.480
H -0.105059 -0.924914 3.713094 0.0 0.0 0.0 0.333
H -1.061123 -0.492280 5.953499 0.0 0.0 0.0 0.456
H -5.428325 -0.657902 6.054472 0.0 0.0 0.0 0.416
H -5.813400 -3.008821 6.763396 0.0 0.0 0.0 0.367
H -2.517741 -2.975450 9.207628 0.0 0.0 0.0 0.369
H -1.984951 -0.620603 8.611531 0.0 0.0 0.0 0.450
Te 2.949502 -0.805951 -1.349154 0.2 -0.3 0.2 0.372
C 4.431243 -0.065593 -2.598584 -0.1 0.1 -0.3 0.494
C 5.708823 0.253591 -2.133786 -0.1 0.0 0.1 -0.496
C 6.661528 0.746126 -3.010661 0.0 0.0 0.0 -0.577
C 6.345972 0.932528 -4.350781 0.0 0.0 0.0 -0.597
C 5.078879 0.615604 -4.823365 0.0 0.0 0.0 -0.553
C 4.126110 0.110420 -3.953709 0.1 0.0 0.1 -0.363
H 5.946450 0.122239 -1.086093 0.0 0.0 0.0 0.417
H 7.651866 0.988068 -2.647971 0.0 0.0 0.0 0.398
H 7.093434 1.321169 -5.030267 0.0 0.0 0.0 0.401
H 4.835279 0.756411 -5.868382 0.0 0.0 0.0 0.455
H 3.144544 -0.161844 -4.318554 0.0 0.0 0.0 0.270



Question: Which of these has the lowest charge?
Answer: C44H46Cl2NO2PRhSbSe4



Question: Among the records above, which one has the lowest charge?
Answer: C44H46Cl2NO2PRhSbSe4



Question: The highest charge belongs to which entry?
Answer: C44H47Br2CuN6P2STe